(1)
Here is a cluster of 21 separate species, C28H64BrIN21O43P in total at a distorted geometry from the OMol25 dataset. Energies are from wB97M-V/def2-TZVPD.

Each line ends with the Löwdin charge.
CARTESIAN COORDINATES (ANGSTROEM)
O 4.8350 -0.9237 -0.4560  -0.45
P 4.4390 0.2046 -1.3300  0.72
C 2.6748 0.6053 -1.2015  -0.35
C 2.2765 1.8583 -0.7592  -0.12
C 0.9241 2.1920 -0.6487  -0.63
I 0.2780 4.0672 -0.0040  1.10
C 0.0046 1.2252 -1.0096  -0.15
C 0.3982 -0.0471 -1.4329  -0.13
C 1.7336 -0.3790 -1.5375  -0.59
Br 2.2437 -2.0840 -2.1665  0.87
C -0.8724 -0.8252 -1.7130  -0.38
O -1.0949 -1.9816 -1.6109  0.15
N -1.8567 0.2071 -2.0371  0.14
C -1.5108 1.2387 -1.0490  -0.38
O -2.3002 1.8772 -0.4505  0.14
H 5.1062 1.4113 -1.0528  0.03
H 4.6226 -0.0964 -2.6933  0.03
H 3.0166 2.5971 -0.4852  0.10
H -1.4247 0.6096 -2.8748  0.15
C -1.2987 8.1939 2.7810  0.06
N -0.6470 7.0712 2.0618  -0.44
O 0.3783 7.2854 1.4551  0.05
O -1.1969 5.9871 2.1387  -0.03
H -0.7096 9.0923 2.6434  0.10
H -2.2963 8.3123 2.3683  0.11
H -1.3395 7.9055 3.8248  0.06
C 6.6135 -3.2324 -0.2753  0.03
N 7.3431 -4.3902 -0.8589  -0.44
O 8.4115 -4.1871 -1.4029  0.06
O 6.8248 -5.4834 -0.7509  0.05
H 7.1940 -2.3358 -0.4440  0.09
H 5.6497 -3.1671 -0.7668  0.08
H 6.4927 -3.4262 0.7863  0.08
C -1.8361 4.7287 5.4120  0.07
N -1.6412 6.1679 5.7337  -0.43
O -2.5758 6.7879 6.2027  0.06
O -0.5465 6.6391 5.5013  0.06
H -2.8509 4.4540 5.6733  0.09
H -1.6539 4.6052 4.3478  0.10
H -1.1158 4.1636 5.9938  0.08
C 3.1241 -2.7359 2.3690  0.05
N 4.3020 -1.9146 2.7629  -0.44
O 5.4045 -2.3390 2.4892  0.05
O 4.0726 -0.8724 3.3384  0.07
H 3.4810 -3.6273 1.8669  0.10
H 2.5819 -2.9883 3.2753  0.10
H 2.5138 -2.1321 1.7041  0.09
C 2.2724 3.2028 7.3578  0.04
N 1.2241 2.7954 6.3824  -0.45
O 1.2674 3.2628 5.2640  0.06
O 0.3772 2.0158 6.7770  0.05
H 2.9462 3.8934 6.8648  0.10
H 1.7724 3.6716 8.1961  0.09
H 2.7905 2.3057 7.6706  0.09
C -4.8805 -0.5528 -2.2682  0.03
N -5.9311 -1.0214 -3.2085  -0.42
O -5.9094 -0.5766 -4.3396  0.05
O -6.7521 -1.8129 -2.7922  0.05
H -4.2431 0.1435 -2.7923  0.07
H -5.3844 -0.0740 -1.4344  0.09
H -4.3214 -1.4181 -1.9378  0.08
C 10.0518 -7.2443 0.0015  0.07
N 10.9049 -6.4196 0.8991  -0.42
O 12.0602 -6.2301 0.5789  0.06
O 10.3841 -5.9824 1.9048  0.05
H 10.6480 -7.5571 -0.8469  0.10
H 9.7033 -8.0991 0.5740  0.10
H 9.2170 -6.6224 -0.3137  0.08
C -3.0163 -3.0950 1.2918  0.05
N -3.7888 -1.8276 1.4202  -0.43
O -4.1385 -1.2748 0.3940  0.04
O -4.0152 -1.4319 2.5403  0.08
H -2.8905 -3.3162 0.2384  0.09
H -2.0577 -2.9399 1.7772  0.10
H -3.5831 -3.8717 1.7958  0.10
C 3.1011 -4.9445 -6.0735  0.05
N 3.6275 -4.4733 -4.7631  -0.46
O 3.5634 -5.2307 -3.8189  0.06
O 4.0866 -3.3497 -4.7278  0.02
H 2.7275 -5.9535 -5.9489  0.09
H 2.3089 -4.2634 -6.3686  0.10
H 3.9219 -4.9126 -6.7832  0.10
C -2.9648 8.0319 9.0516  0.02
N -2.3652 8.4214 10.3586  -0.45
O -2.4170 7.6197 11.2689  0.06
O -1.8594 9.5230 10.4272  0.06
H -3.3682 7.0372 9.1429  0.07
H -3.7429 8.7500 8.8227  0.10
H -2.1717 8.0696 8.3117  0.08
C 7.8760 -6.6168 3.6062  0.04
N 7.0450 -7.8437 3.4643  -0.45
O 6.7749 -8.2163 2.3408  0.06
O 6.6943 -8.3932 4.4875  0.06
H 8.1103 -6.2424 2.6200  0.07
H 7.2968 -5.8948 4.1745  0.10
H 8.7786 -6.8953 4.1403  0.10
C -5.2628 3.1080 -2.3550  0.05
N -5.1026 4.5735 -2.1383  -0.45
O -6.0576 5.1951 -1.7226  0.07
O -4.0143 5.0469 -2.3918  0.06
H -6.2761 2.8295 -2.0861  0.09
H -5.0623 2.9101 -3.4049  0.08
H -4.5337 2.6100 -1.7202  0.08
C -4.6871 1.1271 -7.5351  0.05
N -3.7391 1.8709 -6.6606  -0.43
O -2.6277 2.1086 -7.0927  0.05
O -4.1401 2.1942 -5.5632  0.05
H -4.1924 0.9141 -8.4730  0.09
H -4.9618 0.2124 -7.0157  0.09
H -5.5526 1.7623 -7.6896  0.10
C 1.9082 0.9354 11.4390  0.05
N 3.0653 1.6741 10.8622  -0.44
O 2.8274 2.5779 10.0821  0.04
O 4.1695 1.3233 11.2081  0.08
H 0.9957 1.3594 11.0376  0.10
H 2.0166 -0.1070 11.1561  0.10
H 1.9560 1.0505 12.5173  0.10
C 14.9938 -6.9962 0.3224  0.04
N 15.7024 -8.1884 -0.2184  -0.46
O 16.7923 -8.0229 -0.7252  0.06
O 15.1327 -9.2553 -0.1153  0.06
H 15.6175 -6.1250 0.1612  0.10
H 14.0539 -6.9082 -0.2062  0.07
H 14.8260 -7.1686 1.3806  0.10
C -7.0483 -2.9933 -5.9647  0.04
N -7.2031 -3.0005 -7.4437  -0.44
O -7.9995 -3.7674 -7.9379  0.08
O -6.5039 -2.2224 -8.0667  0.04
H -7.7191 -3.7306 -5.5404  0.10
H -6.0124 -3.2358 -5.7491  0.10
H -7.2875 -1.9960 -5.6151  0.07
C -9.7819 -0.9823 -1.3231  0.04
N -9.4707 0.4528 -1.0724  -0.45
O -10.3484 1.1541 -0.6218  0.08
O -8.3439 0.8224 -1.3417  0.04
H -10.8107 -1.1701 -1.0407  0.09
H -9.6226 -1.1664 -2.3810  0.09
H -9.0949 -1.5710 -0.7232  0.10
C -2.7391 4.1366 -9.5453  0.04
N -3.8054 3.6985 -10.4869  -0.44
O -3.7849 4.1351 -11.6146  0.08
O -4.6358 2.9227 -10.0502  0.04
H -2.0806 4.8215 -10.0659  0.09
H -3.2271 4.6237 -8.7067  0.10
H -2.2073 3.2499 -9.2176  0.08
C -5.4254 -3.1931 -11.3208  0.04
N -4.1266 -2.8112 -11.9401  -0.46
O -4.1019 -1.8276 -12.6482  0.07
O -3.1720 -3.5181 -11.6872  0.05
H -6.1787 -2.4789 -11.6293  0.10
H -5.6681 -4.1937 -11.6649  0.10
H -5.2911 -3.1742 -10.2439  0.08
C -6.5527 5.5430 6.7258  0.05
N -5.9713 5.9013 8.0485  -0.44
O -6.0418 5.0863 8.9418  0.08
O -5.4558 6.9975 8.1371  0.04
H -6.9705 4.5458 6.7937  0.09
H -7.3192 6.2774 6.4988  0.10
H -5.7485 5.5877 5.9973  0.09

**HOMO-LUMO gap**: 8.30 eV
**Total charge**: 0
**Spin multiplicity**: 1
**Maximum force**: 1.3 eV Å⁻¹
**LUMO**: -1.406 eV
**Total energy**: -8701.65999 a.u.

(2)
Here is a structure of composition C13H22N4OPPdS from the OMol25 dataset. Energies are from wB97M-V/def2-TZVPD.

Each line ends with the Mulliken spin population.
CARTESIAN COORDINATES (ANGSTROEM)
Pd -0.1392 -0.3915 -0.3217  1.19
C 3.6045 4.1398 -2.0359  0.00
C 3.8316 3.3059 -0.7846  0.00
N 3.4480 1.9079 -0.9649  0.03
C 2.1854 1.4791 -0.8776  -0.03
S 1.9429 -0.2493 -1.2174  0.53
N 1.2311 2.3279 -0.6027  0.04
N 0.0187 1.7313 -0.4688  0.11
C -1.0496 2.4381 -0.5359  0.00
C -1.0311 3.9157 -0.7450  0.01
C -2.3132 1.6728 -0.4158  0.02
C -3.5501 2.2846 -0.2723  0.00
C -4.6881 1.4982 -0.1803  0.00
C -4.5686 0.1207 -0.2358  0.00
C -3.3031 -0.4233 -0.3697  0.00
N -2.2107 0.3296 -0.4571  0.08
H 3.9259 5.1672 -1.8652  0.00
H 2.5484 4.1508 -2.3029  0.00
H 4.1715 3.7429 -2.8783  0.00
H 3.2552 3.7000 0.0509  0.00
H 4.8818 3.3142 -0.4959  0.00
H 4.1365 1.2504 -1.2887  0.00
H -0.1890 4.1804 -1.3798  0.00
H -0.8879 4.4286 0.2091  0.00
H -1.9507 4.2734 -1.2002  0.00
H -3.6255 3.3605 -0.2228  0.00
H -5.6585 1.9614 -0.0637  0.00
H -5.4310 -0.5266 -0.1719  0.00
H -3.1392 -1.4930 -0.4001  0.00
C -1.0080 -4.9074 1.2697  0.00
P -0.0297 -3.7896 0.2659  0.01
C 1.6087 -3.7158 0.9942  -0.01
C 0.1505 -4.5395 -1.3545  0.00
O -0.6827 -2.4292 0.1854  0.04
H -0.5267 -5.8833 1.3380  0.00
H -1.9973 -5.0271 0.8290  0.00
H -1.1167 -4.4895 2.2702  0.00
H 2.0510 -4.7105 1.0551  0.00
H 1.5410 -3.2912 1.9958  0.00
H 2.2502 -3.0761 0.3872  0.00
H 0.5880 -5.5352 -1.2781  0.00
H 0.7946 -3.9125 -1.9717  0.00
H -0.8269 -4.6138 -1.8308  0.00

**HOMO-LUMO gap (alpha / beta)**: 7.51 / 6.26 eV
**Total charge**: +1
**Energy relative to the best compared isomer or geometry (same formula, charge and spin)**: 0.5 kcal per mole
**Spin multiplicity**: 3
**Maximum force**: 0.2 eV Å⁻¹
**LUMO (alpha / beta)**: -3.119 / -4.868 eV
**Total energy**: -1670.09179 a.u.